152
Properties=species:S:1:pos:R:3:forces:R:3 method="wB97M-V/def2-TZVPD" lumo_ev=2.0 multiplicity=1 homo_lumo_gap_ev=7.69 e_above_lowest_ev=3.641 total_charge=-1
Cl 24.240110 -4.055850 10.401160 1.8 2.3 -1.2
O 24.351120 -3.556090 9.057770 -0.2 0.0 -1.3
O 25.019870 -3.180670 11.227380 1.0 -0.4 0.9
O 22.896400 -3.880400 10.818780 -1.9 -1.5 0.6
O 24.769610 -5.394880 10.387020 -0.7 -0.6 0.9
C 22.574800 -1.251380 4.106310 0.8 0.4 -0.2
C 24.046400 -0.770920 4.193570 -0.2 -1.0 -1.6
O 24.512800 -0.602290 5.475420 0.1 0.9 1.3
H 22.460480 -2.255230 4.515340 0.1 -0.1 -0.1
H 22.256730 -1.239600 3.063810 -0.1 -0.2 0.0
H 21.906090 -0.593280 4.661130 0.1 0.1 0.1
H 24.248020 0.089230 3.555140 -0.5 0.8 0.6
H 24.756940 -1.438970 3.706800 -0.4 -1.0 -0.3
H 24.218820 -1.349670 6.001340 0.1 -0.1 0.2
C 26.464640 -5.853170 4.968340 -0.2 -0.7 0.2
C 27.020880 -7.299970 5.029540 0.2 1.5 0.2
O 26.372180 -8.166720 4.143590 0.0 -0.4 -0.6
H 25.402840 -5.851700 5.214690 0.0 0.1 0.1
H 26.579580 -5.438310 3.966950 0.0 -0.2 -0.1
H 26.981840 -5.191790 5.663450 0.0 -0.1 0.1
H 27.009810 -7.726220 6.032680 -0.1 0.3 0.2
H 28.063780 -7.184800 4.734230 0.1 -0.6 -0.2
H 25.533650 -8.432360 4.528180 -0.1 0.0 0.0
C 19.438210 -4.914940 6.255920 -0.6 0.0 -0.6
C 18.628510 -4.214720 7.340320 1.5 -0.8 0.2
O 19.298170 -3.049560 7.746920 -0.5 0.9 0.2
H 20.488300 -5.130220 6.453580 -0.1 0.0 0.7
H 19.478300 -4.287880 5.365240 -0.3 -0.1 -0.2
H 18.913430 -5.851020 6.065020 0.2 -0.2 -0.5
H 18.552450 -4.910420 8.175970 -0.3 -0.1 0.3
H 17.615050 -3.998930 7.002030 0.1 0.3 -0.1
H 19.998440 -3.279640 8.361960 0.1 -0.1 0.0
C 27.796460 -3.290380 15.548400 -0.2 1.1 -1.4
O 27.920170 -2.152110 14.579450 0.1 -1.8 1.6
C 29.253940 -1.975100 14.117570 -0.5 0.3 -1.2
C 29.221210 -1.397610 12.648910 0.2 -0.7 2.1
N 28.603370 -0.086600 12.635560 -0.7 -1.3 -1.2
C 28.377480 0.179670 11.204620 0.2 2.3 0.6
C 27.902610 1.636570 11.066090 -1.5 0.2 0.2
O 26.722900 1.955340 11.901070 1.2 -0.2 -1.6
C 26.155000 3.248700 11.626340 0.3 -0.8 1.8
H 26.740210 -3.465600 15.752680 -0.1 0.1 -0.7
H 28.190720 -3.157590 16.555890 0.7 0.6 -0.1
H 28.248860 -4.161260 15.074070 -0.1 -0.1 0.1
H 29.813280 -2.909030 14.062630 0.0 -0.3 0.2
H 29.748850 -1.310880 14.826070 0.4 0.3 -0.1
H 28.742520 -2.115330 11.982700 -0.5 0.1 0.2
H 30.227640 -1.270960 12.249960 0.6 -0.5 0.1
H 29.352480 0.501450 12.971910 -0.2 0.7 -0.1
H 27.791560 -0.542400 10.635920 -0.5 -0.1 0.8
H 29.348690 0.170300 10.709890 0.4 0.0 -0.5
H 27.648470 1.874900 10.033280 -0.2 -0.2 -0.3
H 28.748330 2.290730 11.278070 0.1 0.3 0.6
H 25.125060 3.211380 11.981210 -0.3 -0.3 -0.7
H 26.264770 3.625270 10.609360 0.0 -0.2 0.0
H 26.552910 3.916850 12.390110 0.7 0.6 -0.4
C 22.533070 0.491440 10.857800 1.0 -0.5 1.4
O 22.247370 0.245500 12.257220 -1.1 0.8 -1.2
C 20.913080 0.601200 12.564120 0.2 -2.1 1.4
C 20.427610 -0.311480 13.765400 0.6 0.8 0.0
N 21.230820 -0.108150 15.011540 -0.6 0.5 -0.9
C 20.982580 -1.046530 16.079940 0.6 -1.5 0.5
C 21.218600 -2.558180 15.781760 0.5 0.8 -1.1
O 22.470250 -2.771950 15.136160 0.0 0.8 0.0
C 22.824240 -4.108510 14.808920 -0.2 0.4 0.9
H 23.553590 0.109600 10.828880 -0.1 -0.1 -0.8
H 22.554290 1.544380 10.576810 -0.2 0.3 0.3
H 21.852010 -0.019760 10.177410 0.0 -0.3 0.1
H 20.240660 0.325510 11.751750 -0.1 0.2 -0.3
H 20.820280 1.667280 12.771390 -0.1 0.2 0.2
H 20.385280 -1.362470 13.479500 0.4 0.1 -0.2
H 19.409360 -0.007010 14.007420 -0.5 -0.1 -0.3
H 20.703510 0.669950 15.381150 0.8 0.9 0.1
H 19.972600 -0.905200 16.464730 -0.6 -0.6 0.0
H 21.592550 -0.787430 16.945330 0.4 0.2 -0.2
H 20.437660 -2.855170 15.081730 -0.3 -0.5 0.1
H 21.170180 -3.117270 16.716200 -0.2 -0.2 0.1
H 23.830860 -4.131010 14.391420 -0.2 0.4 -0.2
H 22.128010 -4.584860 14.118660 -0.1 0.0 -0.1
H 22.875550 -4.641010 15.758610 -0.1 -0.6 0.1
C 18.047390 -11.088380 3.961990 0.0 -0.2 1.4
O 17.759190 -11.211500 5.383080 -0.2 0.7 -1.2
C 16.367110 -11.070680 5.647020 0.4 -1.7 0.9
C 16.180930 -11.409320 7.143400 0.6 1.9 -0.3
N 16.698200 -10.306280 7.951290 -0.5 0.1 0.9
C 16.794610 -10.668660 9.360760 1.0 1.8 0.6
C 17.427920 -9.480190 10.187970 -1.5 -0.9 1.0
O 18.826330 -9.459340 10.197330 0.4 -0.1 -0.6
C 19.380190 -8.463220 11.044810 0.0 0.2 -0.5
H 17.603900 -10.188120 3.536600 -0.3 0.0 0.0
H 17.679850 -12.006510 3.503700 0.0 0.2 -0.5
H 19.125810 -10.984600 3.842260 0.0 -0.3 0.1
H 15.763770 -11.810880 5.121480 0.2 -0.5 -0.5
H 15.954700 -10.125390 5.294250 0.2 0.5 0.6
H 16.707000 -12.296980 7.494700 -0.1 -0.7 -0.8
H 15.111950 -11.517270 7.327040 -0.1 0.0 0.2
H 17.606410 -9.965880 7.669550 0.1 -0.3 -0.5
H 17.423110 -11.536190 9.561950 0.2 -0.4 -0.1
H 15.801830 -10.883500 9.756130 -0.1 0.1 0.0
H 17.127130 -9.553790 11.233050 -0.2 -0.7 0.5
H 16.901860 -8.548960 9.977770 0.5 0.5 -1.1
H 20.459440 -8.602560 11.107420 -0.1 -0.2 -0.1
H 18.971870 -8.483670 12.055240 -0.2 -0.2 0.1
H 19.203320 -7.475460 10.619190 -0.1 0.2 0.0
C 22.843330 -13.969220 2.222170 0.1 0.0 0.7
O 22.568590 -13.197890 3.372780 -1.4 0.0 -0.4
C 23.639080 -12.829240 4.172440 1.7 -0.4 0.2
C 23.194590 -12.343410 5.524190 0.4 1.0 -1.1
N 22.655360 -10.960320 5.343990 1.1 -1.3 1.2
C 22.114210 -10.404160 6.602750 -0.8 -0.4 -0.6
C 23.104740 -10.376530 7.786920 0.6 0.2 -0.5
O 23.607740 -11.610850 8.288400 -0.6 -0.1 0.1
C 22.616170 -12.419580 8.931700 1.2 0.2 -0.4
H 23.368090 -14.876590 2.521150 0.4 -0.1 -0.1
H 23.427190 -13.401810 1.497420 0.1 0.0 -0.2
H 21.896940 -14.306760 1.799670 0.0 0.4 -0.1
H 24.298790 -12.109800 3.687370 -0.2 0.5 -0.2
H 24.309310 -13.666380 4.367600 0.0 -0.7 -0.1
H 24.061550 -12.321210 6.184490 -0.1 0.1 -0.1
H 22.538960 -13.135800 5.885260 -0.7 0.3 0.4
H 21.974480 -11.066070 4.605530 -0.5 0.5 0.2
H 21.172080 -10.914190 6.803650 -0.1 -0.3 0.7
H 21.772610 -9.397120 6.363440 0.4 0.3 0.3
H 22.766720 -9.777280 8.632340 -0.6 0.1 -0.1
H 23.995620 -9.859240 7.430800 0.1 0.0 -0.1
H 22.253050 -11.933620 9.837290 -0.5 0.2 -0.2
H 23.151820 -13.305450 9.272890 -0.1 -0.1 -0.2
H 21.870420 -12.686890 8.183030 -0.4 -0.1 0.5
C 30.373360 -4.179680 8.893170 0.9 -0.8 0.0
O 31.071090 -5.126590 9.736630 -1.0 0.2 0.8
C 30.466670 -6.432260 9.835860 0.5 0.1 0.7
C 31.264140 -7.277210 10.880180 0.7 1.7 -1.2
N 31.369670 -6.634640 12.200220 -0.8 -1.7 0.1
C 32.032860 -7.561020 13.138860 -0.5 0.6 0.3
C 32.515650 -6.809740 14.371490 0.4 0.5 -1.1
O 33.257970 -5.650370 13.929310 0.5 -0.8 0.9
C 34.572060 -6.028910 13.499450 -0.7 0.5 -0.1
H 30.479740 -4.556210 7.875820 -0.2 0.2 -0.3
H 30.915470 -3.237240 8.970690 0.0 -0.1 0.1
H 29.321500 -3.984530 9.102000 0.0 -0.4 0.4
H 30.537850 -6.827730 8.822630 -0.1 -0.7 0.0
H 29.431570 -6.459320 10.176380 -0.3 0.7 -0.2
H 32.260300 -7.299370 10.438290 0.5 -0.4 -0.1
H 30.924980 -8.312540 10.914270 -0.4 0.2 0.2
H 31.862630 -5.756760 12.120180 0.2 -0.1 0.1
H 32.806340 -8.155840 12.653030 0.6 0.2 -0.1
H 31.381130 -8.332230 13.549440 -0.7 0.0 -0.3
H 33.122380 -7.463600 14.997950 0.3 0.0 0.0
H 31.677900 -6.488240 14.990290 0.0 0.4 -0.3
H 35.058340 -6.701500 14.206030 0.0 0.0 0.2
H 35.149710 -5.109360 13.405430 0.0 -0.1 0.0
H 34.534830 -6.522530 12.528340 0.0 -0.1 -0.1